No. 1
C3H8ClNS | the ωB97M-V functional and the def2-TZVPD basis

Results
Energy above the lowest of the compared OMol25 structures with the same formula, charge and spin   115.5 kJ/mol
Orbital gap   0.37718 hartree
SMILES string   C/N=C(/C)Cl.S
LUMO energy   0.74 eV
HOMO   -9.5 eV

Atoms and positions in Å:
Cl1 0.5319 0.4841 -2.4490
S1 -0.9532 -2.2073 1.9731
N1 0.4252 0.4100 0.1315
C1 -1.7544 0.9300 -0.8799
C2 1.8241 0.0891 0.2898
C3 -0.3137 0.5473 -0.8675
H1 2.3296 -0.1643 -0.6491
H2 -2.0715 0.6984 0.1481
H3 -2.2680 0.4191 -1.5525
H4 -1.5974 2.0187 -1.2306
H5 1.8719 -0.6049 1.0988
H6 -0.5935 -1.0637 1.2990
H7 0.2442 -2.6920 2.1693
H8 2.3249 1.1356 0.5189

Forces on atoms 1 to 2 (eV/Å):
-0.5186 0.0300 -0.6432
-1.1305 0.6941 -0.3260

Want to see where the charge sits? The natural (NBO) charges in e are: number 1, Cl, carries -0.123; number 2, S, carries -0.323; number 3, N, carries -0.463; number 4, C, carries -0.652; number 5, C, carries -0.438; number 6, C, carries 0.335; number 7, H, carries 0.207; number 8, H, carries 0.246; number 9, H, carries 0.226; number 10, H, carries 0.247; number 11, H, carries 0.217; number 12, H, carries 0.172; number 13, H, carries 0.132; number 14, H, carries 0.218

***

No. 2
C15H24N5O16P2Tc | the ωB97M-V functional and the def2-TZVPD basis

Results
2S+1   2
Energy above the lowest of the compared OMol25 structures with the same formula, charge and spin   0.0 kJ/mol
Orbital gap (alpha / beta)   0.27510 / 0.26693 hartree
Net charge   -1
LUMO energy (alpha / beta)   2.18 / 2.09 eV
HOMO (alpha / beta)   -5.3 / -5.2 eV

Atoms and positions in Å:
Tc1 -0.8917 0.5406 -0.2554
P1 -0.2353 -1.0227 -3.3156
P2 2.5950 -1.2805 -2.1933
O1 -1.2777 -1.7738 -4.0362
O2 3.9838 -1.6909 -2.8646
O3 2.0191 -1.5532 -4.7270
O4 3.7351 0.7355 1.2267
O5 -4.5913 -4.0267 -0.1829
O6 0.0800 0.3640 -4.1344
O7 -6.5293 -0.6047 4.5355
O8 -7.0846 -2.4545 3.5866
O9 -1.4702 1.3466 1.5852
O10 -2.4660 -3.7064 -0.0864
O11 -2.2324 1.3693 3.6619
O12 1.9199 1.4766 0.1124
O13 -0.3756 -0.6749 -1.8567
O14 2.6254 0.3022 -2.3043
O15 2.4421 -1.8156 -0.8291
O16 -1.9302 -1.1301 0.3818
N1 -6.3366 -1.4994 3.7298
N2 1.8205 -0.3224 1.5240
N3 -0.8829 2.0362 -0.9528
N4 0.5472 -0.7057 1.0918
N5 -3.6057 -3.4190 0.2114
C1 -3.8295 -2.3072 1.1361
C2 -2.2025 3.9589 -0.3923
C3 -1.2044 3.3732 -1.3899
C4 4.4939 1.7501 0.5635
C5 -5.1611 -1.4144 2.8779
C6 -3.1514 -0.2621 2.2381
C7 -1.8039 3.2783 -2.7912
C8 1.2138 -3.3592 -3.3527
C9 0.0953 4.1801 -1.4044
C10 -2.9114 -1.2168 1.2080
C11 -4.2558 -0.3759 3.0541
C12 -2.2110 0.8957 2.5326
C13 -4.9544 -2.3924 1.9257
C14 2.4408 0.6939 0.8841
C15 1.4047 -1.8529 -3.4527
H1 3.8772 -1.6338 -3.8288
H2 0.7614 -3.6190 -2.3959
H3 1.7158 -0.6658 -4.9686
H4 2.1751 -3.8695 -3.4358
H5 -4.3920 0.3543 3.8379
H6 -0.6119 0.4564 -4.8006
H7 0.5660 4.1479 -0.4219
H8 -5.6410 -3.2150 1.8055
H9 0.5503 -3.6794 -4.1536
H10 -1.7965 3.9227 0.6182
H11 4.5278 1.5541 -0.5074
H12 -1.0769 2.8561 -3.4853
H13 -2.0937 4.2724 -3.1379
H14 0.6534 -1.4720 0.4198
H15 2.1420 0.7629 -1.5890
H16 4.0564 2.7309 0.7396
H17 -3.1304 3.3861 -0.4001
H18 -0.1098 5.2197 -1.6686
H19 5.4899 1.6933 0.9918
H20 0.7929 3.7632 -2.1319
H21 -0.0013 -0.9998 1.8903
H22 -2.4243 4.9946 -0.6580
H23 -2.6875 2.6391 -2.7814
H24 2.4277 -1.0553 1.8595

Forces on atoms 1 to 2 (eV/Å):
-0.2515 -0.4345 0.8524
-0.2384 0.1105 -0.0265

Want to see where the charge sits? The natural (NBO) charges in e are: number 1, Tc, carries 1.191; number 2, P, carries 2.388; number 3, P, carries 2.374; number 4, O, carries -1.117; number 5, O, carries -0.994; number 6, O, carries -0.754; number 7, O, carries -0.509; number 8, O, carries -0.412; number 9, O, carries -1.022; number 10, O, carries -0.397; number 11, O, carries -0.409; number 12, O, carries -0.731; number 13, O, carries -0.355; number 14, O, carries -0.667; number 15, O, carries -0.680; number 16, O, carries -1.121; number 17, O, carries -1.025; number 18, O, carries -1.140; number 19, O, carries -0.721; number 20, N, carries 0.537; number 21, N, carries -0.452; number 22, N, carries -0.299; number 23, N, carries -0.631; number 24, N, carries 0.534; number 25, C, carries -0.094; number 26, C, carries -0.608; number 27, C, carries 0.059; number 28, C, carries -0.256; number 29, C, carries -0.067; number 30, C, carries -0.270; number 31, C, carries -0.602; number 32, C, carries -0.631; number 33, C, carries -0.601; number 34, C, carries 0.496; number 35, C, carries -0.100; number 36, C, carries 0.780; number 37, C, carries -0.129; number 38, C, carries 0.907; number 39, C, carries -0.510; number 40, H, carries 0.517; number 41, H, carries 0.243; number 42, H, carries 0.500; number 43, H, carries 0.210; number 44, H, carries 0.269; number 45, H, carries 0.507; number 46, H, carries 0.226; number 47, H, carries 0.269; number 48, H, carries 0.243; number 49, H, carries 0.238; number 50, H, carries 0.200; number 51, H, carries 0.219; number 52, H, carries 0.203; number 53, H, carries 0.423; number 54, H, carries 0.541; number 55, H, carries 0.194; number 56, H, carries 0.218; number 57, H, carries 0.199; number 58, H, carries 0.191; number 59, H, carries 0.215; number 60, H, carries 0.395; number 61, H, carries 0.200; number 62, H, carries 0.219; number 63, H, carries 0.398

***

No. 3
C18H38O14V | the ωB97M-V functional and the def2-TZVPD basis

Results
2S+1   3
Energy above the lowest of the compared OMol25 structures with the same formula, charge and spin   0.0 kJ/mol
Orbital gap (alpha / beta)   0.19170 / 0.21176 hartree
Net charge   +1
LUMO energy (alpha / beta)   -5.99 / -5.44 eV
HOMO (alpha / beta)   -11.2 / -11.2 eV

Atoms and positions in Å:
V1 -14.6015 20.0263 -9.9903
O1 -14.8303 21.2614 -11.3336
O2 -17.2847 24.9811 -11.0003
O3 -19.0976 23.6619 -11.1631
O4 -18.5848 21.8631 -15.3000
O5 -13.7000 18.6203 -11.2369
O6 -16.2329 26.3965 -14.4066
O7 -18.3399 20.1210 -13.9665
O8 -19.3252 19.8212 -15.8974
O9 -16.2820 22.2498 -17.3381
O10 -12.1090 18.1792 -12.7299
O11 -16.1997 19.1022 -10.1354
O12 -19.1858 25.8936 -11.1250
O13 -14.0843 18.1013 -13.3726
O14 -12.6386 23.0215 -14.5816
C1 -16.4839 23.8365 -10.9608
C2 -18.5161 25.8558 -14.6632
C3 -19.0496 22.4160 -16.5293
C4 -18.5837 24.7414 -11.0895
C5 -11.1005 18.3858 -11.7549
C6 -16.0542 19.9958 -17.9401
C7 -11.6359 21.8478 -12.7698
C8 -20.6146 25.8483 -11.1078
C9 -12.4516 22.9649 -13.3900
C10 -17.0499 25.5402 -14.5861
C11 -17.8504 21.0531 -13.0371
C12 -15.5070 18.1739 -13.1703
C13 -13.3249 18.3145 -12.3780
C14 -15.0482 20.9753 -15.7888
C15 -15.8471 21.1851 -17.0497
C16 -13.0180 23.9860 -12.4378
C17 -18.8091 20.5557 -15.1281
C18 -16.6372 24.0856 -14.6293
H1 -15.1044 19.5078 -18.1676
H2 -16.7150 19.2624 -17.4711
H3 -18.6019 21.7500 -12.6626
H4 -10.5994 22.1833 -12.9008
H5 -19.1082 25.0478 -14.2227
H6 -21.0112 25.0004 -11.6607
H7 -18.8276 25.8814 -15.7134
H8 -17.0532 21.6514 -13.4961
H9 -15.8505 23.8975 -15.3547
H10 -11.7816 20.8774 -13.2376
H11 -15.7873 19.0813 -12.6331
H12 -16.5158 20.3406 -18.8628
H13 -15.2042 21.7693 -15.0679
H14 -15.9773 18.2412 -14.1445
H15 -13.5763 23.4770 -11.6476
H16 -16.1845 23.8861 -13.6571
H17 -11.3588 19.1340 -11.0125
H18 -17.0121 22.9389 -10.6286
H19 -20.0851 22.1312 -16.7271
H20 -14.7755 21.6062 -12.2220
H21 -15.8832 17.3254 -12.6056
H22 -20.9820 25.8816 -10.0861
H23 -11.7864 21.7536 -11.6917
H24 -20.9505 26.7446 -11.6302
H25 -18.7358 26.7976 -14.1745
H26 -10.8416 17.4445 -11.2646
H27 -13.9991 21.0404 -16.1142
H28 -12.2296 24.5663 -11.9543
H29 -17.0053 18.7311 -9.7805
H30 -10.1984 18.6929 -12.2788
H31 -18.4689 22.0805 -17.3907
H32 -15.6219 24.0152 -10.3297
H33 -17.4299 20.5281 -12.1825
H34 -15.1569 19.9892 -15.3344
H35 -13.6673 24.6666 -12.9771
H36 -18.9751 23.4965 -16.4819
H37 -17.4836 23.4151 -14.7620
H38 -16.1901 23.5737 -11.9794

Forces on atoms 1 to 2 (eV/Å):
-2.8818 -0.9974 -4.2994
0.4827 -0.7297 2.7812

Want to see where the charge sits? The Löwdin charges in e are: number 1, V, carries 1.316; number 2, O, carries -0.289; number 3, O, carries 0.044; number 4, O, carries 0.116; number 5, O, carries -0.063; number 6, O, carries -0.021; number 7, O, carries 0.089; number 8, O, carries 0.021; number 9, O, carries 0.170; number 10, O, carries 0.083; number 11, O, carries 0.084; number 12, O, carries -0.300; number 13, O, carries 0.028; number 14, O, carries 0.097; number 15, O, carries 0.088; number 16, C, carries -0.077; number 17, C, carries -0.008; number 18, C, carries -0.021; number 19, C, carries -0.650; number 20, C, carries -0.005; number 21, C, carries -0.002; number 22, C, carries -0.018; number 23, C, carries -0.016; number 24, C, carries -0.496; number 25, C, carries -0.485; number 26, C, carries -0.055; number 27, C, carries 0.020; number 28, C, carries -0.619; number 29, C, carries -0.001; number 30, C, carries -0.510; number 31, C, carries -0.009; number 32, C, carries -0.624; number 33, C, carries -0.010; number 34, H, carries 0.091; number 35, H, carries 0.089; number 36, H, carries 0.098; number 37, H, carries 0.105; number 38, H, carries 0.079; number 39, H, carries 0.095; number 40, H, carries 0.093; number 41, H, carries 0.069; number 42, H, carries 0.088; number 43, H, carries 0.074; number 44, H, carries 0.058; number 45, H, carries 0.092; number 46, H, carries 0.050; number 47, H, carries 0.101; number 48, H, carries 0.049; number 49, H, carries 0.048; number 50, H, carries 0.086; number 51, H, carries 0.089; number 52, H, carries 0.109; number 53, H, carries 0.021; number 54, H, carries 0.119; number 55, H, carries 0.102; number 56, H, carries 0.066; number 57, H, carries 0.099; number 58, H, carries 0.087; number 59, H, carries 0.115; number 60, H, carries 0.102; number 61, H, carries 0.101; number 62, H, carries 0.045; number 63, H, carries 0.113; number 64, H, carries 0.088; number 65, H, carries 0.095; number 66, H, carries 0.073; number 67, H, carries 0.063; number 68, H, carries 0.089; number 69, H, carries 0.087; number 70, H, carries 0.047; number 71, H, carries 0.050

***

No. 4
C6H10O | the ωB97M-V functional and the def2-TZVPD basis

Results
Energy above the lowest of the compared OMol25 structures with the same formula, charge and spin   227.5 kJ/mol
Orbital gap   0.30624 hartree
SMILES string   C=C/C=C/C=C.O
LUMO energy   0.20 eV
HOMO   -8.1 eV

Atoms and positions in Å:
O1 -1.2744 0.8937 -2.4727
C1 -0.6939 -0.0315 0.6940
C2 2.3413 1.7813 -0.2475
C3 -1.2421 -1.1904 1.3523
C4 -0.6466 -2.3729 1.5734
C5 1.2754 1.0126 -0.5314
C6 0.6241 0.0950 0.4093
H1 1.3480 -0.5398 0.9375
H2 -1.2701 0.8549 0.4486
H3 -2.1383 1.0849 -2.8224
H4 -2.3258 -1.0807 1.4977
H5 0.6796 1.2069 -1.4205
H6 0.1378 -2.6707 0.8858
H7 -1.2540 -0.0319 -2.2499
H8 2.7338 2.4165 -1.0207
H9 -1.0241 -3.1686 2.2024
H10 2.7292 1.7406 0.7641

Forces on atoms 1 to 2 (eV/Å):
0.5249 0.5383 -0.0003
1.8499 0.4285 -0.9777

Want to see where the charge sits? The natural (NBO) charges in e are: number 1, O, carries -0.946; number 2, C, carries -0.255; number 3, C, carries -0.364; number 4, C, carries -0.215; number 5, C, carries -0.394; number 6, C, carries -0.239; number 7, C, carries -0.181; number 8, H, carries 0.199; number 9, H, carries 0.219; number 10, H, carries 0.475; number 11, H, carries 0.201; number 12, H, carries 0.229; number 13, H, carries 0.194; number 14, H, carries 0.477; number 15, H, carries 0.204; number 16, H, carries 0.202; number 17, H, carries 0.194

***

No. 5
C5H5NO2 | the ωB97M-V functional and the def2-TZVPD basis

Results
Energy above the lowest of the compared OMol25 structures with the same formula, charge and spin   426.7 kJ/mol
Orbital gap   0.33813 hartree
LUMO energy   0.10 eV
HOMO   -9.1 eV

Atoms and positions in Å:
O1 1.9179 -1.2353 -0.1083
O2 -2.6742 -0.8380 0.2375
N1 -1.4822 1.1033 -0.3185
C1 -1.4564 -0.2069 -0.0588
C2 -0.1576 1.6594 -0.1691
C3 0.8766 -0.2544 -0.0766
C4 -0.2876 -0.9451 -0.4492
C5 1.1517 1.0184 0.1242
H1 -0.2261 2.7997 0.1076
H2 2.2281 1.4059 0.4071
H3 -2.3517 -1.7288 0.2167
H4 2.7728 -0.7024 0.6999
H5 -0.3112 -2.0759 -0.6126

Forces on atoms 1 to 2 (eV/Å):
3.7444 3.7221 4.3514
2.2813 1.7036 -0.6910

Want to see where the charge sits? The natural (NBO) charges in e are: number 1, O, carries -0.662; number 2, O, carries -0.634; number 3, N, carries -0.462; number 4, C, carries 0.529; number 5, C, carries 0.079; number 6, C, carries 0.312; number 7, C, carries -0.398; number 8, C, carries -0.387; number 9, H, carries 0.207; number 10, H, carries 0.257; number 11, H, carries 0.474; number 12, H, carries 0.447; number 13, H, carries 0.239

***

No. 6
C4H10NO | the ωB97M-V functional and the def2-TZVPD basis

Results
Energy above the lowest of the compared OMol25 structures with the same formula, charge and spin   292.9 kJ/mol
Orbital gap   0.32624 hartree
Net charge   +1
LUMO energy   -5.20 eV
HOMO   -14.1 eV

Atoms and positions in Å:
O1 -1.2793 0.4681 -0.0299
N1 1.5198 -0.7460 2.1638
C1 0.7145 -0.4685 -1.1481
C2 -0.1042 0.0399 -0.0603
C3 -1.9658 0.8689 -1.1789
C4 0.5702 0.1164 1.5188
H1 1.7606 -0.0282 -1.0185
H2 -2.4130 1.8118 -1.0612
H3 -1.3609 1.0289 -2.0469
H4 1.2693 0.9275 1.4841
H5 -2.7634 0.1767 -1.4404
H6 -0.2814 0.3092 2.1550
H7 2.2148 -1.0057 1.4220
H8 0.9041 -1.5420 -1.1417
H9 1.0775 -1.6054 2.5322
H10 0.1373 -0.3517 -2.1499

Forces on atoms 1 to 2 (eV/Å):
0.8566 0.3607 0.4059
-0.3393 -2.4560 -1.7295

Want to see where the charge sits? The natural (NBO) charges in e are: number 1, O, carries -0.353; number 2, N, carries -0.767; number 3, C, carries -0.803; number 4, C, carries 0.708; number 5, C, carries -0.295; number 6, C, carries -0.281; number 7, H, carries 0.306; number 8, H, carries 0.238; number 9, H, carries 0.207; number 10, H, carries 0.242; number 11, H, carries 0.236; number 12, H, carries 0.228; number 13, H, carries 0.363; number 14, H, carries 0.323; number 15, H, carries 0.378; number 16, H, carries 0.271

***

- Which of these has the highest energy above the lowest of the compared OMol25 structures with the same formula, charge and spin?
  C5H5NO2

***

- energy above the lowest of the compared OMol25 structures with the same formula, charge and spin of number 2 (C15H24N5O16P2Tc)?
  0.0 kJ/mol

***

Copy entry 5 word for word.
C5H5NO2 | the ωB97M-V functional and the def2-TZVPD basis

Results
Energy above the lowest of the compared OMol25 structures with the same formula, charge and spin   426.7 kJ/mol
Orbital gap   0.33813 hartree
LUMO energy   0.10 eV
HOMO   -9.1 eV

Atoms and positions in Å:
O1 1.9179 -1.2353 -0.1083
O2 -2.6742 -0.8380 0.2375
N1 -1.4822 1.1033 -0.3185
C1 -1.4564 -0.2069 -0.0588
C2 -0.1576 1.6594 -0.1691
C3 0.8766 -0.2544 -0.0766
C4 -0.2876 -0.9451 -0.4492
C5 1.1517 1.0184 0.1242
H1 -0.2261 2.7997 0.1076
H2 2.2281 1.4059 0.4071
H3 -2.3517 -1.7288 0.2167
H4 2.7728 -0.7024 0.6999
H5 -0.3112 -2.0759 -0.6126

Forces on atoms 1 to 2 (eV/Å):
3.7444 3.7221 4.3514
2.2813 1.7036 -0.6910

Want to see where the charge sits? The natural (NBO) charges in e are: number 1, O, carries -0.662; number 2, O, carries -0.634; number 3, N, carries -0.462; number 4, C, carries 0.529; number 5, C, carries 0.079; number 6, C, carries 0.312; number 7, C, carries -0.398; number 8, C, carries -0.387; number 9, H, carries 0.207; number 10, H, carries 0.257; number 11, H, carries 0.474; number 12, H, carries 0.447; number 13, H, carries 0.239